The following is a quantum chemistry calculation of C32H45CuN8O7PSi as an isolated structure, from the OMol25 dataset.

Each line ends with the Mulliken charge.
CARTESIAN COORDINATES (ANGSTROEM)
Cu  0.084  -0.468  -0.493  -0.742
O  2.845  1.616  1.173  -0.719
C  2.241  0.580  1.311  -0.633
O  1.866  -0.217  0.394  0.265
C  1.875  0.045  2.769  0.449
C  2.181  0.830  3.832  -0.887
C  1.806  0.495  5.139  -0.506
C  1.252  -0.713  5.463  -0.645
C  1.018  -1.562  4.393  0.092
C  1.295  -1.219  3.081  0.049
N  0.237  -2.748  4.686  1.129
O  0.271  -3.201  5.848  -0.689
O  -0.459  -3.264  3.849  -0.547
H  2.713  1.743  3.616  0.506
H  2.031  1.263  5.880  0.384
H  1.027  -1.048  6.427  0.664
H  1.020  -1.860  2.267  0.471
C  -2.383  0.374  -3.437  -0.951
Si  -2.661  -0.970  -2.282  0.512
C  -4.174  -0.355  -1.352  -1.418
C  -3.127  -2.591  -3.156  -1.359
O  -1.405  -1.309  -1.332  -0.414
H  -3.195  0.369  -4.314  0.364
H  -1.451  0.331  -4.001  0.257
H  -2.624  1.284  -2.887  0.265
H  -4.966  -0.187  -2.068  0.440
H  -4.024  0.609  -0.878  0.316
H  -4.550  -1.076  -0.629  0.330
H  -4.200  -2.682  -3.026  0.463
H  -2.743  -3.396  -2.600  0.358
H  -2.894  -2.829  -4.244  0.324
N  -0.257  2.121  -1.188  -0.618
C  0.546  2.334  -1.965  0.302
N  1.453  2.549  -2.922  0.320
C  0.882  3.153  -4.136  -0.413
C  0.953  4.652  -4.171  -0.771
O  2.240  5.159  -3.881  -0.415
C  2.634  4.700  -2.606  -0.551
C  2.738  3.180  -2.609  -0.767
H  -0.170  2.941  -4.083  0.272
H  1.391  2.767  -5.044  0.363
H  0.266  5.038  -3.347  0.315
H  0.616  4.907  -5.167  0.420
H  1.915  5.039  -1.860  0.320
H  3.628  5.206  -2.430  0.366
H  3.182  2.735  -1.757  0.562
H  3.379  2.942  -3.480  0.338
C  1.577  -3.961  -4.198  -0.789
N  1.988  -2.591  -4.520  0.139
C  3.394  -2.450  -4.125  -0.992
N  3.733  -2.768  -2.725  0.166
C  3.226  -4.118  -2.519  -1.006
N  1.792  -4.258  -2.777  0.170
C  0.995  -3.543  -1.829  -1.135
P  1.378  -1.695  -2.005  2.318
C  1.154  -1.568  -3.821  -0.670
C  3.235  -1.785  -1.851  -0.924
H  2.142  -4.668  -4.804  0.274
H  0.508  -4.190  -4.417  0.352
H  3.574  -1.355  -4.327  0.424
H  3.966  -3.112  -4.773  0.321
H  3.406  -4.501  -1.523  0.386
H  3.733  -4.796  -3.170  0.354
H  1.160  -3.839  -0.826  0.474
H  -0.053  -3.832  -2.015  0.176
H  1.463  -0.536  -4.035  0.296
H  0.070  -1.662  -4.074  0.168
H  3.609  -1.988  -0.784  0.232
H  3.581  -0.829  -2.176  0.497
C  -3.091  2.860  4.011  -1.188
N  -1.843  2.315  3.718  0.198
N  -2.011  1.103  3.014  0.733
C  -1.108  1.071  1.924  -0.003
O  -0.994  0.101  1.168  0.278
C  -0.421  2.339  1.997  -0.390
C  -0.841  3.044  3.106  -0.077
C  -0.389  4.340  3.664  -1.752
C  -2.443  -0.032  3.615  -0.432
C  -2.242  -0.302  4.957  0.838
C  -2.631  -1.535  5.548  -0.741
C  -3.299  -2.452  4.720  -0.629
C  -3.525  -2.132  3.404  -0.623
C  -3.138  -0.952  2.799  -0.587
H  -3.722  2.089  4.460  0.357
H  -3.648  3.210  3.094  0.294
H  -3.051  3.645  4.761  0.425
H  0.365  2.578  1.316  0.587
H  -1.170  5.073  3.762  0.398
H  0.436  4.686  3.075  0.435
H  -0.110  4.123  4.677  0.371
H  -1.612  0.383  5.572  0.343
H  -2.426  -1.784  6.611  0.357
H  -3.661  -3.413  5.040  0.387
H  -3.990  -2.806  2.749  0.467
H  -3.371  -0.772  1.753  0.553

Results
lowest unoccupied orbital energy (alpha / beta)	-0.03 / -0.21	eV
HOMO level (alpha / beta)	-8.16 / -8.29	eV
HOMO-LUMO gap (alpha / beta)	8.1 / 8.1	eV
spin multiplicity	2
total energy	-4482.32139	Eh
energy relative to the best compared isomer or geometry (same formula, charge and spin)	90.7	kJ/mol